Entry 1:
Entry from the OMol25 dataset: a structure of composition C22H20F11GaN5O5S2Sb (ωB97M-V/def2-TZVPD).

Values from the calculation:
- Spin multiplicity: 2
- Highest occupied orbital energy (spin up / spin down): -11.83 / -11.83 eV
- Orbital gap (spin up / spin down): 8.912 / 5.300 eV
- Net charge: +1

Last column: Löwdin charge in e.
Geometry (Å):
Ga -0.04977 0.49577 -0.69239  0.4491
N 0.51776 0.50303 1.22357  0.2151
C 0.09324 0.94507 2.21826  -0.1723
N -0.28596 1.37551 3.36563  -0.0311
C 0.23252 2.65244 3.92170  -0.0679
C 0.39767 2.48021 5.41643  -0.1737
O -0.79836 2.02064 6.02095  -0.1052
C -1.18274 0.74948 5.52455  -0.1728
C -1.48700 0.83562 4.04630  -0.0748
H -0.48988 3.43458 3.69628  0.1349
H 1.18425 2.88820 3.45018  0.1411
H 0.62644 3.44498 5.86206  0.1394
H 1.21796 1.78590 5.62651  0.1338
H -2.08036 0.45592 6.06228  0.1391
H -0.39199 0.01531 5.71653  0.1343
H -2.30530 1.53547 3.88391  0.1356
H -1.75350 -0.12849 3.62131  0.1398
F 7.58185 3.31062 -1.82243  0.1592
C 6.27810 3.26363 -1.59667  -0.1246
C 5.70289 2.09782 -1.12582  -0.1345
F 6.45803 1.02700 -0.89268  0.1401
C 4.35100 2.06392 -0.87822  -0.2144
F 3.83655 0.92859 -0.38023  0.0845
C 3.53710 3.16729 -1.11411  -0.3794
S 1.82241 3.13355 -0.72344  1.0451
C 4.13852 4.32147 -1.58569  -0.2183
F 3.40800 5.40820 -1.81902  0.1138
C 5.49967 4.38075 -1.81283  -0.1327
F 6.06126 5.50445 -2.24261  0.1495
O 1.95157 1.19251 -2.53581  -0.0287
C 1.32257 1.64338 -1.60985  -0.6670
F -1.43250 2.22588 -0.87430  -0.3297
Sb -3.05490 2.14535 0.21329  1.4181
F -2.01273 3.00995 1.50947  -0.3185
F -3.60321 3.72843 -0.55699  -0.2996
F -4.28086 1.73794 1.54569  -0.3201
F -4.01789 1.16491 -1.04831  -0.3054
F -2.17567 0.45949 0.63732  -0.3556
C -4.42141 -2.11836 -2.51129  0.0327
N -3.19616 -1.31547 -2.51822  -0.0830
C -2.86922 -0.35860 -3.46036  -0.0137
C -1.72216 0.21354 -3.04404  -0.0671
N -1.33907 -0.39566 -1.85177  0.0068
C -2.26758 -1.30000 -1.57055  -0.1207
H -4.62190 -2.47881 -3.51558  0.1025
H -5.25300 -1.50634 -2.17165  0.1048
H -4.29502 -2.96501 -1.84302  0.0994
H -3.49317 -0.15637 -4.31388  0.1421
H -1.14508 1.00547 -3.48837  0.1301
H -2.28048 -1.93443 -0.69946  0.1568
N 1.29404 -1.16356 -0.91581  0.0911
C 0.74872 -2.49348 -1.01939  -0.2826
C 0.31994 -3.13357 0.13204  -0.0155
C -0.23146 -4.40033 0.04946  -0.0245
C -0.33561 -5.00220 -1.20085  -0.2910
C 0.07000 -4.35472 -2.36287  -0.0160
C 0.62108 -3.08750 -2.26161  -0.0014
S -1.05286 -6.56978 -1.31702  0.5001
O -2.50747 -6.39651 -1.53903  -0.1191
O -0.50052 -7.26843 -2.45744  -0.1547
O -0.87106 -7.27288 -0.06440  -0.1573
H 1.91380 -1.07057 -0.11471  0.1131
H 1.83006 -0.90284 -1.74366  0.1060
H 0.41933 -2.64082 1.09283  0.1226
H -0.56101 -4.92812 0.93489  0.1275
H -0.02135 -4.84595 -3.32317  0.1300
H 0.95191 -2.56355 -3.15190  0.1343

Forces on atoms 1 to 3 (eV/Å):
Ga 0.107 0.211 -0.162
N -0.472 -0.120 -0.331
C -0.066 0.196 0.620



Entry 2:
Entry from the OMol25 dataset: a structure of composition C22H20FIrN4O2S (ωB97M-V/def2-TZVPD).

Values from the calculation:
- Spin multiplicity: 2
- Highest occupied orbital energy (spin up / spin down): -10.60 / -10.52 eV
- Orbital gap (spin up / spin down): 7.229 / 6.752 eV
- Net charge: +1

Last column: Löwdin charge in e.
Geometry (Å):
Ir 0.06581 -0.12287 -0.07500  1.0786
C -3.13572 2.63944 0.58634  -0.0073
C -2.27721 1.48025 0.21507  -0.2379
N -1.03328 1.41433 0.56331  -0.1768
N -0.54271 2.42962 1.32738  0.0053
C 0.70818 2.27155 1.66531  -0.8395
N 1.26265 3.19855 2.45795  0.0976
S 1.72525 0.96949 1.15890  0.6513
C -2.78299 0.30513 -0.51384  -0.2111
C -4.10137 0.11535 -0.88299  0.0167
C -4.46883 -1.07436 -1.49665  -0.0247
C -3.50841 -2.04613 -1.72040  -0.0214
C -2.20379 -1.78092 -1.33897  -0.0875
N -1.85767 -0.62678 -0.76377  -0.0574
H -2.54639 3.55162 0.56095  0.0824
H -3.49823 2.52228 1.61066  0.1068
H -3.99004 2.73911 -0.07847  0.0771
H 0.72122 3.99170 2.75442  0.1141
H 2.21869 3.10794 2.74623  0.0919
H -4.83094 0.88618 -0.68387  0.1163
H -5.49612 -1.24247 -1.79088  0.1213
H -3.75826 -2.99289 -2.17807  0.1188
H -1.40875 -2.49934 -1.49290  0.1086
C 1.41103 -3.55444 2.44785  0.0136
C 1.50473 -2.63029 1.26945  -0.3512
O 0.47315 -2.08503 0.89343  -0.0752
C 2.81774 -2.41611 0.61640  -0.1066
C 3.96726 -2.97548 1.18262  0.0004
C 5.21755 -2.79187 0.62170  -0.0422
C 5.34656 -2.04492 -0.53941  -0.0254
C 4.22127 -1.49381 -1.13185  0.0326
C 2.98070 -1.67697 -0.55625  -0.2477
O 1.92068 -1.04984 -1.20745  -0.1652
H 0.37678 -3.60013 2.77500  0.0964
H 2.02817 -3.18034 3.26669  0.1038
H 1.75934 -4.55660 2.19375  0.1031
H 3.88286 -3.56234 2.08611  0.1151
H 6.08737 -3.22619 1.09458  0.1169
H 6.31942 -1.88965 -0.98637  0.1205
H 4.28861 -0.91561 -2.04381  0.1398
F -0.69192 -3.68500 -5.25266  0.0782
C -0.03967 -3.06048 -4.26028  -0.2829
C -0.01474 -1.67691 -4.24258  0.0150
C 0.65590 -1.03487 -3.21656  -0.0181
C 1.28468 -1.78663 -2.23900  -0.2758
C 1.27693 -3.16645 -2.27201  0.0017
C 0.59656 -3.81560 -3.29891  0.0161
H -0.49453 -1.12031 -5.03600  0.1307
H 0.72413 0.04454 -3.18749  0.1260
H 1.79232 -3.74168 -1.51467  0.1273
H 0.56019 -4.89508 -3.35188  0.1298

Forces on atoms 1 to 3 (eV/Å):
Ir 0.106 1.921 1.408
C 0.002 -0.031 -0.017
C -0.515 0.099 -0.256



Entry 3:
Entry from the OMol25 dataset: a structure of composition C22H20IrN4O3S (ωB97M-V/def2-TZVPD).

Values from the calculation:
- Spin multiplicity: 2
- Highest occupied orbital energy (spin up / spin down): -14.54 / -14.82 eV
- Orbital gap (spin up / spin down): 5.876 / 6.122 eV
- Net charge: +2

Last column: Löwdin charge in e.
Geometry (Å):
Ir 0.00367 0.12812 -0.07645  1.4109
O 1.18785 3.96644 -0.61062  0.1705
C 0.74685 2.85922 -0.68665  -0.3659
N 0.63462 1.92161 0.37793  -0.0255
C 0.95288 2.12469 1.65696  -0.1510
C 1.47304 3.32071 2.22710  0.0202
C 1.68421 3.34099 3.56201  0.0078
C 1.40416 2.20518 4.40957  0.0040
C 0.90568 1.04902 3.92543  0.0279
C 0.66210 0.96563 2.51982  -0.1431
N 0.14481 -0.06638 1.86340  -0.0160
C -0.29248 -1.31421 2.42467  -0.3339
O -0.26753 -1.59911 3.58049  0.1843
C -0.80406 -2.24333 1.34713  -0.1677
C -1.28059 -3.48106 1.70646  0.0469
C -1.74456 -4.33309 0.71192  0.0133
C -1.70720 -3.90534 -0.60160  0.0013
C -1.21517 -2.64257 -0.88821  -0.0784
N -0.77236 -1.81604 0.06156  -0.0707
C 0.22113 2.27028 -1.98532  -0.1926
C 0.15747 3.06981 -3.09986  0.0403
C -0.33086 2.52640 -4.28417  0.0123
C -0.73540 1.20562 -4.29167  0.0014
C -0.64272 0.46097 -3.12446  -0.0884
N -0.16829 0.97547 -1.98782  -0.0745
H 1.68328 4.17802 1.60793  0.1184
H 2.07677 4.24182 4.01509  0.1313
H 1.60262 2.28768 5.46989  0.1313
H 0.69573 0.20855 4.56683  0.1202
H -1.28121 -3.75521 2.75257  0.1409
H -2.12507 -5.31380 0.96265  0.1343
H -2.05232 -4.53680 -1.40791  0.1291
H -1.16552 -2.28296 -1.90407  0.1013
H 0.48210 4.09876 -3.02173  0.1414
H -0.39860 3.12963 -5.17937  0.1341
H -1.12669 0.74295 -5.18679  0.1299
H -0.95721 -0.57065 -3.09377  0.1029
O 2.00692 -0.71694 -0.34988  -0.6660
S 3.40959 -0.72573 -0.97089  1.0590
C 4.12818 0.93326 -0.82667  -0.2901
C 3.95328 1.65196 -2.16126  -0.2061
C 4.10672 0.56914 -3.22636  -0.2056
C 3.21912 -0.58605 -2.77024  -0.2916
H 5.18197 0.76411 -0.59697  0.1057
H 3.66165 1.40072 0.04082  0.0899
H 4.67709 2.45741 -2.27153  0.1315
H 2.95955 2.09807 -2.22809  0.0923
H 5.14636 0.24160 -3.28687  0.1274
H 3.81913 0.90897 -4.22035  0.1269
H 3.45671 -1.55020 -3.21518  0.1006
H 2.15706 -0.37338 -2.91292  0.0776

Forces on atoms 1 to 3 (eV/Å):
Ir 0.003 0.030 -0.016
O 0.051 -0.030 0.104
C -0.211 -0.063 -0.423



Entry 4:
Entry from the OMol25 dataset: the molecule C22H20N4O6S2 (ωB97M-V/def2-TZVPD).

Values from the calculation:
- Highest occupied orbital energy: -8.33 eV
- Orbital gap: 7.447 eV
- SMILES: [H]/N=C1/C(=C\c2ccc(OCCOc3ccccc3OC)cc2)C(=O)N=C2SC(S(C)(=O)=O)=NN21

Last column: Löwdin charge in e.
Geometry (Å):
C -0.63206 -2.55186 -0.27829  -0.0776
H -0.62595 -3.60986 0.00466  0.0975
O -1.72972 -1.87324 0.27715  -0.0768
C -2.98528 -2.23547 -0.10627  -0.2012
C -3.29476 -3.26103 -0.98319  -0.0188
C -4.61559 -3.51262 -1.32832  -0.0923
C -5.62935 -2.73855 -0.80635  -0.0920
C -5.33587 -1.70937 0.07816  -0.0163
C -4.02685 -1.45819 0.44627  -0.2009
O -3.61728 -0.50250 1.34081  -0.0563
C -4.44134 0.60957 1.58320  -0.1447
C -4.58685 1.53179 0.35289  -0.1383
O -3.85008 2.73080 0.44813  -0.0300
C -2.50665 2.73986 0.27083  -0.2412
C -1.69692 1.62040 0.08667  0.0243
C -0.33899 1.76526 -0.10195  0.0100
C 0.27035 3.02681 -0.10869  -0.1916
C -0.56542 4.14898 0.07716  -0.0173
C -1.91537 4.01149 0.26538  0.0060
H -2.55170 4.87054 0.40955  0.1195
H -0.12961 5.13738 0.07878  0.1180
C 1.66361 3.29399 -0.28031  0.0641
C 2.82761 2.57723 -0.34372  -0.0461
C 3.01329 1.13766 -0.32104  -0.2746
N 2.11103 0.26774 -0.47986  0.1669
H 2.44787 -0.68955 -0.44205  0.0554
N 4.36250 0.73181 -0.13143  -0.0481
C 5.39540 1.63052 -0.10070  -0.5510
N 5.29190 2.88425 -0.24945  0.1391
C 4.04165 3.45984 -0.43070  -0.4361
O 3.95939 4.64923 -0.63030  0.0776
S 6.90607 0.74424 0.14509  1.1449
C 5.95193 -0.71137 0.15872  -0.6299
N 4.69438 -0.56217 0.00447  0.0661
S 6.70803 -2.33224 0.37802  0.5969
O 7.51322 -2.57351 -0.77959  -0.2988
O 7.33697 -2.32483 1.66255  -0.2997
C 5.28266 -3.43511 0.38602  -0.1261
H 4.77947 -3.33488 -0.56581  0.0655
H 5.65605 -4.44302 0.52071  0.0748
H 4.64317 -3.14819 1.20947  0.0671
H 1.87173 4.36205 -0.33757  0.1186
H 0.27366 0.89308 -0.25445  0.0644
H -2.10440 0.62423 0.11203  0.0938
H -4.31130 0.97555 -0.55232  0.1373
H -5.62235 1.86781 0.25659  0.1335
H -5.42869 0.29817 1.94252  0.1197
H -3.94158 1.15930 2.38527  0.1433
H -6.13985 -1.11027 0.47561  0.1107
H -6.65602 -2.92488 -1.08042  0.1023
H -4.84000 -4.31438 -2.01471  0.1026
H -2.51299 -3.86737 -1.41190  0.1046
H 0.24740 -2.05909 0.13256  0.0806
H -0.61654 -2.46605 -1.36986  0.1008

Forces on atoms 1 to 3 (eV/Å):
C 0.155 -0.138 -0.130
H -0.009 0.040 -0.022
O -0.383 0.106 0.132



One value per record, in order, for max |F|: 1.75 2.38 0.57 1.02 eV Å⁻¹.